1.
The following is a quantum chemistry calculation of 10 unconnected molecules or ions with the total composition C10H40N20O10, from OMol25.

XYZ file:
```
80
Properties=species:S:1:pos:R:3:forces:R:3
C -1.046868 3.637635 -1.463733 -0.2 -0.3 0.1
O -1.736975 2.618744 -1.521191 0.1 0.5 -0.2
N -1.021766 4.636998 -2.400381 -0.5 -0.6 0.9
N -0.200253 3.876138 -0.438033 -0.5 0.4 0.4
H -0.235480 5.233736 -2.240161 0.0 0.4 -1.1
H -1.444968 4.462232 -3.294755 0.3 0.1 -0.1
H 0.151836 4.807558 -0.332968 0.3 -0.1 0.4
H 0.002646 3.135235 0.219956 0.0 -0.1 0.0
C -0.718109 -2.196982 3.287395 0.7 -1.6 -0.6
O -1.424651 -1.629218 2.464352 0.5 -0.3 0.4
N -1.196111 -2.623982 4.495965 -1.2 0.4 0.9
N 0.598600 -2.639180 3.140174 -0.4 1.4 0.4
H -0.621097 -3.051181 5.193340 0.2 -0.2 -0.1
H -2.180918 -2.801817 4.603741 0.0 0.5 -0.1
H 0.970228 -3.040813 2.276984 -0.5 0.2 0.2
H 0.886560 -3.112297 3.971790 0.5 -0.4 -0.1
C 0.448351 -4.947401 0.212257 0.2 1.1 1.2
O 1.003321 -4.241303 1.065124 -0.2 -0.5 -0.7
N 1.049718 -5.148761 -0.988643 -0.1 -0.1 0.4
N -0.757052 -5.522297 0.429758 0.6 -0.4 -0.8
H 0.520965 -5.601164 -1.713848 0.3 0.4 -0.3
H 1.664432 -4.367406 -1.156741 0.1 -0.3 -0.6
H -1.288319 -5.266652 1.240089 -0.1 0.0 -0.1
H -1.158995 -5.929973 -0.395474 -0.7 -0.1 0.4
C -4.449088 0.254263 -1.266534 -1.3 -0.7 0.3
O -5.112051 -0.794435 -1.270032 0.1 0.4 0.0
N -3.683017 0.691334 -2.290096 -0.1 -0.3 0.2
N -4.441060 1.105689 -0.209932 0.6 1.2 0.5
H -2.882321 1.205294 -1.941469 0.3 0.2 -1.0
H -3.587860 0.029212 -3.041779 0.4 0.1 0.1
H -5.074593 1.141159 0.565604 -0.3 -0.8 -0.2
H -3.928361 1.967732 -0.322380 0.1 -0.1 -0.1
C 1.415265 3.056514 3.577315 1.4 1.9 -0.5
O 1.909036 3.796758 2.724327 -0.7 -0.7 -0.3
N 0.162867 2.564734 3.566145 0.2 -0.2 -0.2
N 2.125466 2.798068 4.699841 0.0 -0.6 1.1
H -0.333755 2.681877 2.699863 -0.4 -0.3 0.3
H -0.190425 2.211733 4.434861 -0.6 -0.1 -0.4
H 3.080506 3.102995 4.744109 0.0 0.0 -0.2
H 1.832665 2.051280 5.306415 0.3 0.0 0.0
C 3.933382 0.181940 2.443109 1.5 1.1 -1.9
O 5.012881 -0.194748 2.886886 -0.7 -0.2 0.4
N 3.882495 0.946603 1.307401 0.7 1.0 -1.6
N 2.721331 -0.078317 2.926716 -0.6 -1.0 1.4
H 3.115782 1.235646 0.717032 -0.9 -0.5 0.9
H 4.725410 1.162842 0.802188 0.5 -0.4 0.7
H 1.896789 0.403921 2.607587 0.0 0.1 0.1
H 2.743502 -0.709599 3.710672 -0.6 0.2 0.0
C -2.467447 -2.667263 -0.983639 -0.5 0.2 -1.3
O -1.266805 -2.491775 -1.261224 0.2 -1.0 0.3
N -3.256209 -3.307402 -1.888578 0.1 -0.2 0.2
N -3.064069 -2.214706 0.118996 0.8 -0.6 1.1
H -2.970271 -3.271464 -2.850413 -0.1 -0.2 0.0
H -4.149241 -3.679345 -1.620680 -0.2 0.4 -0.2
H -3.972743 -1.784356 0.071317 -0.3 -0.1 -0.2
H -2.428560 -2.005040 0.885170 -0.3 0.5 -0.1
C 0.287089 -0.109415 -3.667057 1.3 0.3 -0.3
O -0.576319 0.670481 -3.287047 -0.5 -0.6 -0.1
N 1.235191 0.284177 -4.569220 -0.5 -0.1 0.0
N 0.478488 -1.394116 -3.244820 -1.0 -0.3 0.5
H 1.180733 1.245640 -4.869644 0.5 0.0 0.2
H 2.056107 -0.286334 -4.636040 0.2 0.4 -0.4
H 1.335821 -1.896873 -3.370074 0.1 0.2 -0.2
H -0.184342 -1.792704 -2.590136 0.2 0.1 0.0
C 2.228751 3.358140 -2.844361 -1.1 -2.6 -0.5
O 1.699741 3.371030 -3.951821 0.4 0.9 -0.2
N 1.773572 2.489649 -1.886788 1.4 0.9 -0.4
N 3.358295 4.025187 -2.502138 -0.2 0.9 -0.6
H 2.031278 2.841060 -0.977444 -0.9 -0.9 0.4
H 0.921407 2.004358 -2.131703 -0.1 0.1 0.6
H 3.751701 4.447010 -3.329441 0.6 0.1 0.4
H 3.915188 3.639339 -1.762141 0.3 0.2 -0.2
C 0.190216 0.154794 0.367033 1.1 0.5 -1.9
O 0.641271 1.294596 0.612384 0.1 -0.1 1.2
N 0.817170 -0.982888 0.711861 0.4 -1.6 0.8
N -0.750186 -0.008424 -0.571944 -0.3 1.4 0.8
H 1.451623 -1.085200 1.485136 0.1 0.7 0.0
H 0.309979 -1.849077 0.594418 -0.2 0.2 -0.4
H -0.919638 -0.928729 -0.945933 0.0 0.1 0.0
H -0.797699 0.829308 -1.136880 -0.7 -0.3 -0.2
```
Positions in Å, forces in eV/Å.

**Molecular weight**: 600.56 g mol⁻¹
**HOMO energy**: -8.88 eV
**LUMO energy**: 0.0073 hartree
**Energy**: -2252.9753 a.u.
**Orbital gap**: 9.08 eV
**ΔE to the lowest compared entry with this formula, charge and spin**: 1.188 eV
**Total charge**: 0
**Structure (SMILES)**: NC(N)=O.NC(N)=O.NC(N)=O.NC(N)=O.NC(N)=O.NC(N)=O.NC(N)=O.NC(N)=O.NC(N)=O.NC(N)=O
**Strongest force on any atom**: 2.85 eV Å⁻¹

Here are the Mulliken charges for atoms 1 to 6, given in e: number 1, C, carries 0.43; number 2, O, carries -0.64; number 3, N, carries -0.44; number 4, N, carries -0.16; number 5, H, carries 0.17; number 6, H, carries 0.23

2.
The following is a quantum chemistry calculation of 10 unconnected molecules or ions with the total composition C10H40N20O10, from OMol25.

XYZ file:
```
80
Properties=species:S:1:pos:R:3:forces:R:3
C -1.154185 -4.654199 -0.811774 -1.3 -0.1 3.8
O -1.885975 -3.812309 -0.313794 -0.4 0.8 -0.2
N -0.627455 -4.632219 -1.976454 1.6 0.3 -5.0
N -0.739915 -5.733049 -0.132914 0.3 -1.5 0.9
H -0.218035 -5.503949 -2.280664 0.0 0.5 -0.5
H -0.943095 -3.973249 -2.673764 -0.3 -0.2 0.4
H -1.197545 -6.033809 0.715736 0.2 0.1 -0.3
H -0.154815 -6.365359 -0.660124 -0.1 -0.3 0.9
C 2.928765 4.634101 2.811736 -1.2 -1.4 3.4
O 3.662425 4.589551 3.757706 1.7 0.2 2.7
N 3.376495 4.701291 1.630926 4.1 1.0 -6.8
N 1.637255 4.430671 2.810836 -3.6 0.3 0.0
H 4.378845 4.604681 1.553176 -0.2 0.3 -0.1
H 2.844095 4.800791 0.778426 0.0 -0.2 0.5
H 1.261425 4.481961 1.874766 -0.8 -0.4 0.5
H 1.092795 4.079851 3.585806 0.2 0.3 0.2
C 2.229515 -2.846969 0.275226 -0.6 4.8 -0.4
O 2.576015 -3.876149 0.603126 2.7 -10.1 2.2
N 2.228175 -2.409609 -0.936214 -0.4 1.8 -5.3
N 1.931745 -1.966889 1.187936 -1.4 3.0 2.8
H 2.636795 -2.931929 -1.697994 -0.1 -0.1 0.6
H 1.914815 -1.468249 -1.125284 -0.1 0.2 -0.2
H 1.738225 -0.995399 0.990786 -0.1 -0.3 0.4
H 1.903985 -2.371229 2.113046 0.0 0.7 -0.2
C 1.409345 4.023311 -1.009674 -2.0 -0.5 0.2
O 0.842155 4.065931 0.085496 0.3 -0.2 0.3
N 1.715645 2.944291 -1.704334 0.7 -1.6 0.1
N 1.607735 5.068241 -1.774834 1.0 3.7 -1.8
H 1.509405 2.025761 -1.338474 0.2 -0.5 -0.4
H 2.026495 3.112421 -2.650494 0.0 -1.0 0.2
H 2.046095 4.884791 -2.666064 -0.1 0.6 0.2
H 1.214975 5.990941 -1.654544 0.1 -0.4 0.5
C -3.990705 1.063671 1.445536 -1.5 0.8 1.5
O -2.839095 0.784841 1.371276 2.9 -2.2 -0.7
N -5.093825 0.298351 1.588136 0.1 -2.3 -0.5
N -4.357915 2.308171 1.590406 -1.8 3.4 0.1
H -4.942725 -0.700259 1.594286 -0.6 0.3 0.1
H -5.943685 0.742911 1.904696 0.2 -0.9 -0.1
H -3.734225 3.093531 1.710086 -0.2 -0.4 -0.1
H -5.340795 2.361401 1.816746 0.5 1.4 -0.1
C -1.241635 -1.492469 -3.631644 0.5 5.3 0.0
O -1.477955 -0.275029 -3.444554 0.8 -2.1 0.6
N -0.030495 -2.033679 -3.627494 2.6 0.9 0.6
N -2.131825 -2.292819 -4.107974 -3.9 -3.3 -1.6
H 0.227115 -3.010269 -3.622994 -0.1 0.6 0.1
H 0.610645 -1.289989 -3.390914 0.5 -0.7 0.3
H -1.785955 -2.814689 -4.900514 -0.5 -0.2 0.0
H -3.033935 -1.856299 -4.233484 0.0 -0.2 -0.1
C -1.888105 -2.650149 3.044186 -0.3 0.1 -1.8
O -2.037595 -2.142999 4.097746 -0.6 1.9 4.2
N -0.771635 -3.215909 2.652456 3.0 -1.5 -0.2
N -2.777925 -2.621849 2.065556 -2.4 0.1 -1.8
H -0.723955 -3.753009 1.798426 0.4 0.3 0.2
H 0.026935 -3.074729 3.254496 -0.2 -0.4 -0.3
H -2.496045 -2.938709 1.148906 -0.5 -0.1 -0.1
H -3.721225 -2.306879 2.241846 0.5 -0.2 0.1
C -0.630915 2.245351 4.675786 -0.8 -1.8 0.3
O 0.004495 3.174451 5.040416 1.7 2.9 0.6
N -1.275755 2.097371 3.522156 -0.9 1.3 -2.6
N -0.846285 1.151471 5.382706 -0.3 -3.2 2.6
H -1.616065 1.194951 3.222286 -0.1 0.5 -0.2
H -1.474255 2.966301 3.047116 0.0 -0.5 -0.4
H -0.393365 0.920911 6.255516 0.1 0.5 -0.3
H -1.571065 0.499341 5.119036 0.3 0.1 0.0
C 3.435895 0.657391 -4.657094 1.5 3.8 -0.8
O 3.770475 1.828481 -4.406744 -0.5 -0.9 0.5
N 2.521625 -0.035069 -4.058044 -2.6 -1.8 2.2
N 3.966495 0.036541 -5.697784 1.7 -1.2 -2.4
H 2.050585 0.340601 -3.247434 0.0 -0.1 0.1
H 2.451615 -1.017899 -4.279984 -0.1 0.3 0.3
H 3.566485 -0.783509 -6.130924 0.1 0.3 0.2
H 4.654865 0.564031 -6.215474 -0.2 -0.2 0.1
C -0.004425 0.341681 -0.290774 1.3 0.0 -1.1
O 0.898965 0.220291 -1.185674 -0.5 0.2 0.8
N -0.767425 -0.631449 0.104086 -1.1 -3.3 -0.5
N -0.218095 1.420711 0.411186 0.8 2.7 0.4
H -0.698625 -1.493009 -0.418484 -0.4 0.0 0.3
H -1.510625 -0.476589 0.770246 0.0 -0.2 -0.2
H 0.401645 2.207051 0.278176 -0.4 0.4 0.3
H -1.011885 1.523451 1.027186 0.2 -0.1 -0.2
```
Positions in Å, forces in eV/Å.

**Molecular weight**: 600.56 g mol⁻¹
**HOMO energy**: -8.21 eV
**LUMO energy**: -0.0087 hartree
**Energy**: -2252.8355 a.u.
**Orbital gap**: 7.98 eV
**ΔE to the lowest compared entry with this formula, charge and spin**: 4.993 eV
**Total charge**: 0
**Structure (SMILES)**: NC(N)=O.NC(N)=O.NC(N)=O.NC(N)=O.NC(N)=O.NC(N)=O.NC(N)=O.NC(N)=O.NC(N)=O.NC(N)=O
**Strongest force on any atom**: 10.71 eV Å⁻¹

Here are the Mulliken charges for atoms 1 to 6, given in e: number 1, C, carries 0.60; number 2, O, carries -0.78; number 3, N, carries -0.28; number 4, N, carries -0.40; number 5, H, carries 0.11; number 6, H, carries 0.21

3.
The following is a quantum chemistry calculation of 11 unconnected molecules or ions with the total composition C10H42O11, from OMol25.

XYZ file:
```
63
Properties=species:S:1:pos:R:3:forces:R:3
C -2.189825 0.371948 3.829527 -0.8 0.3 0.2
O -3.162165 1.356918 4.139057 0.0 1.0 0.5
H -2.131755 0.323268 2.742167 0.4 -0.7 0.1
H -1.232035 0.652108 4.267947 -0.1 0.2 -0.2
H -2.525355 -0.530572 4.340397 0.3 -0.6 -0.6
H -3.900055 1.321168 3.525997 0.1 -0.2 -0.1
C -2.076605 -3.695262 -1.142233 0.1 0.4 -0.4
O -1.878725 -3.326232 0.206707 -0.2 -0.2 0.2
H -2.403875 -2.831262 -1.720583 -0.1 0.1 -0.2
H -1.147915 -4.046682 -1.591843 0.0 -0.3 -0.1
H -2.857405 -4.448902 -1.244623 0.2 -0.1 0.4
H -1.230425 -2.618202 0.207237 0.2 0.1 0.1
C -1.421795 6.776498 -2.024913 -0.3 0.6 0.9
O -0.245565 6.019488 -2.018143 0.5 -0.6 -1.1
H -2.231295 6.393658 -1.403433 0.0 -0.4 0.1
H -1.233305 7.779648 -1.642463 0.0 0.3 -0.1
H -1.816655 6.866668 -3.036873 0.3 -0.2 -0.1
H 0.099495 5.705098 -1.179283 -0.6 0.4 0.4
C 3.113515 -1.112962 5.002397 -1.9 -0.4 -3.0
O 3.870125 -0.656192 6.002717 2.1 0.4 2.8
H 3.484595 -2.051232 4.590027 -0.1 -0.1 -0.2
H 2.058275 -1.240602 5.243807 -0.1 -0.2 0.4
H 3.131095 -0.364542 4.210147 -0.1 -0.1 -0.5
H 4.507515 -1.352782 6.176217 0.2 0.4 0.5
C -5.667465 0.184878 0.492747 0.4 -0.2 -1.6
O -6.239365 0.965948 1.487667 -0.3 0.3 0.8
H -5.989275 -0.852792 0.580847 0.4 -0.2 -0.1
H -6.001305 0.582048 -0.465853 -0.1 -0.3 -0.4
H -4.584145 0.278178 0.416547 0.0 -0.1 0.7
H -7.166705 0.752138 1.361487 -0.3 0.5 0.6
C -1.061065 -1.632322 -6.145553 -0.3 0.6 0.3
O 0.192225 -1.974312 -5.601453 0.4 -0.3 0.2
H -0.989585 -1.455602 -7.218753 -0.2 0.1 0.0
H -1.869895 -2.325282 -5.913813 0.2 -0.6 -0.2
H -1.362485 -0.726952 -5.618733 0.1 0.3 -0.3
H 0.648475 -2.590622 -6.179023 -0.1 -0.1 0.0
C 0.014015 4.345818 2.518407 -0.2 -0.8 1.2
O 0.829425 4.988898 1.577077 0.1 0.2 -0.4
H 0.414975 3.365038 2.774177 -0.1 -0.4 -0.3
H 0.016825 4.852788 3.483327 -0.3 0.5 0.0
H -1.015315 4.198988 2.191257 0.2 0.3 -0.3
H 1.715795 4.872758 1.927047 0.2 0.2 -0.3
C 0.291575 0.161998 -0.761173 0.1 -0.5 -0.7
O 0.965915 -0.798232 0.046537 -0.4 0.3 0.1
H 0.493385 -0.014712 -1.817663 0.2 -0.1 -0.2
H -0.781595 -0.000632 -0.661403 0.0 0.2 0.4
H 0.574595 1.199068 -0.580953 -0.1 0.0 0.5
H 1.911025 -0.673382 -0.066523 0.2 -0.1 0.0
C 1.786655 -5.451262 1.938607 -0.2 -0.5 1.0
O 2.898445 -6.366022 1.789367 -0.5 1.0 -0.5
H 2.066835 -4.399992 2.005177 0.7 -0.3 -0.3
H 0.993315 -5.510602 1.193497 0.3 -0.3 -0.4
H 1.339515 -5.681022 2.905757 -0.3 0.1 0.1
H 2.519815 -7.247332 1.828317 0.0 -0.1 0.0
C 3.504905 1.352808 -5.017143 0.0 -0.8 0.6
O 3.616345 0.069498 -4.298353 0.4 1.4 -0.9
H 2.981805 2.065958 -4.380063 -0.4 0.0 -0.2
H 4.463725 1.826988 -5.226713 0.4 -0.6 0.3
H 3.040455 1.223498 -5.994723 -0.3 0.0 0.2
H 2.834775 -0.442992 -4.517653 -0.1 0.0 0.0
O 5.001065 -1.314812 0.733437 -0.3 0.1 0.0
H 5.252925 -1.738672 1.553887 0.0 -0.1 0.2
H 5.779545 -1.380772 0.180397 0.2 0.0 -0.2
```
Positions in Å, forces in eV/Å.

**Molecular weight**: 338.43 g mol⁻¹
**HOMO energy**: -10.02 eV
**LUMO energy**: 0.0127 hartree
**Energy**: -1233.5855 a.u.
**Orbital gap**: 10.37 eV
**ΔE to the lowest compared entry with this formula, charge and spin**: 5.174 eV
**Total charge**: 0
**Structure (SMILES)**: CO.CO.CO.CO.CO.CO.CO.CO.CO.CO.O
**Strongest force on any atom**: 3.57 eV Å⁻¹

Here are the Mulliken charges for atoms 1 to 6, given in e: number 1, C, carries -0.37; number 2, O, carries -0.55; number 3, H, carries 0.14; number 4, H, carries 0.18; number 5, H, carries 0.28; number 6, H, carries 0.31

4.
The following is a quantum chemistry calculation of a molecular structure, C10H4BrMnNO5, from OMol25.

XYZ file:
```
22
Properties=species:S:1:pos:R:3:forces:R:3
O 0.000100 -0.001100 -4.029000 0.0 0.0 2.4
C 0.000100 -0.000700 -2.894400 0.0 0.0 -2.3
Mn 0.000000 0.000000 0.000000 0.0 -0.1 0.3
O -1.561100 -2.631500 0.088600 2.2 3.7 -0.2
C -0.974600 -1.643000 0.014700 -3.2 -5.1 -0.1
C 0.974300 1.643300 0.013800 3.2 5.2 -0.1
O 1.560600 2.632000 0.086900 -2.2 -3.8 -0.2
C -1.642900 0.974600 0.014100 -5.3 3.1 -0.1
O -2.631500 1.561300 0.087800 3.8 -2.2 -0.2
C 1.643200 -0.974300 0.015000 5.2 -3.0 -0.1
O 2.632000 -1.560500 0.089100 -3.7 2.2 -0.2
Br 0.588500 -2.799700 5.095300 -0.4 1.9 -1.2
C 0.247600 -1.174900 4.151600 0.4 -2.1 0.4
C -0.004900 0.004100 4.850200 -0.3 1.2 2.0
C -0.254600 1.179800 4.147500 0.0 -0.2 -1.0
C -0.250100 1.159500 2.751000 -0.3 1.4 2.9
N -0.000100 0.000700 2.066400 0.4 -1.7 -1.9
C 0.247700 -1.157000 2.753400 0.1 -0.4 0.3
H -0.008100 0.009500 5.932600 0.0 -0.1 -0.1
H -0.451700 2.101700 4.679400 0.0 0.0 -0.1
H -0.448500 2.079200 2.219600 0.0 -0.1 -0.2
H 0.446400 -2.075900 2.221000 0.0 0.0 -0.1
```
Positions in Å, forces in eV/Å.

**Molecular weight**: 352.99 g mol⁻¹
**HOMO energy (alpha / beta)**: -13.21 / -17.30 eV
**LUMO energy (alpha / beta)**: -0.3067 / -0.4091 hartree
**Multiplicity**: 6
**Energy**: -4538.6313 a.u.
**Orbital gap (alpha / beta)**: 4.86 / 6.17 eV
**Total charge**: +2
**Strongest force on any atom**: 6.15 eV Å⁻¹

Here are the Mulliken charges for atoms 1 to 6, given in e: number 1, O, carries -0.08; number 2, C, carries 0.25; number 3, Mn, carries 0.29; number 4, O, carries -0.15; number 5, C, carries 0.41; number 6, C, carries 0.41